Formula: C13H27F4NO7PS
Source: the OMol25 dataset
Level of theory: ωB97M-V/def2-TZVPD

Calculated values
* HOMO level: -5.83 eV
* total charge: -1
* gap between HOMO and LUMO: 8.550 eV

Geometry (Å):
C (-4.9205, 5.0530, 0.5661)
C (-3.4029, 5.6256, 0.3355)
O (-3.1309, 6.8412, 0.8868)
O (-2.3278, 4.9942, -0.4421)
C (-2.2583, 3.5209, -0.1513)
C (-0.9122, 2.9984, -0.9270)
P (-0.6071, 1.0977, -0.8449)
C (-1.4917, 0.8660, -2.4978)
F (-2.7652, 1.6660, -2.6562)
F (-0.5869, 1.4151, -3.5794)
C (-1.8699, -0.6409, -2.9830)
F (-0.6956, -1.5240, -3.2947)
F (-2.9240, -1.3268, -2.1704)
S (0.8611, 1.5447, 0.7152)
C (0.1116, 2.4537, 2.1838)
O (2.1196, 2.3007, 0.1287)
O (1.4964, 0.2322, 1.3225)
O (-2.0061, 0.9900, 0.2244)
C (-2.0614, -0.2055, 1.0972)
C (-1.1048, -1.3390, 0.3867)
O (-0.1798, -0.5996, -0.5370)
H (-5.0686, 3.9161, 0.3312)
H (-5.6572, 5.6644, -0.1447)
H (-5.3103, 5.2447, 1.6748)
H (-2.2141, 3.4565, 1.0231)
H (-3.2771, 3.0991, -0.6036)
H (-1.0018, 3.4113, -2.0440)
H (-0.0173, 3.6383, -0.4623)
H (0.6060, 1.0808, -1.6752)
H (-2.3921, -0.4987, -4.0512)
H (-1.0235, 2.2054, 2.3707)
H (0.6936, 2.0615, 3.1449)
H (0.3530, 3.5949, 2.0930)
H (-3.1443, -0.5825, 1.3447)
H (-1.5626, 0.1008, 2.1275)
H (-0.4484, -1.8279, 1.2503)
H (-1.6262, -2.2816, -0.0935)
C (3.2281, -3.6542, -1.2164)
C (2.8147, -3.1378, 0.1593)
C (3.9135, -3.2927, 1.2363)
O (4.0798, -4.6272, 1.7239)
C (4.8512, -5.4675, 0.8788)
N (1.5678, -3.8039, 0.5649)
H (3.1912, -4.7442, -1.2882)
H (2.5504, -3.2661, -1.9867)
H (4.2414, -3.3278, -1.4712)
H (2.6103, -2.0657, 0.0530)
H (3.6157, -2.6970, 2.1079)
H (4.8721, -2.8827, 0.8963)
H (5.6542, -4.9221, 0.3743)
H (4.2036, -5.9586, 0.1507)
H (5.3006, -6.2521, 1.4969)
H (1.2432, -3.3846, 1.4369)
H (1.8092, -4.7626, 0.8343)

Cartesian forces, eV/Å:
C -0.53 -0.14 -0.25
C 2.33 5.59 2.12
O -1.73 -7.56 -3.61
O -3.40 0.80 2.67
C -0.58 -0.11 -0.55
C -0.58 2.79 -0.08
P 0.21 -0.34 -0.44
C -1.26 0.11 -2.19
F 2.92 -2.25 0.09
F -2.62 -1.58 2.45
C -1.12 -0.78 -2.96
F -3.39 2.43 1.64
F 3.46 1.79 -1.67
S 7.49 -2.13 2.57
C 0.45 0.51 1.86
O -4.44 -0.83 1.46
O -2.61 3.31 -0.77
O 0.57 -2.10 0.47
C 1.13 -0.07 0.13
C 1.16 -0.24 1.06
O -3.46 -0.32 0.78
H 0.52 2.22 0.36
H 1.83 -1.26 1.45
H 1.32 -0.25 -2.44
H -0.04 -0.31 -2.51
H 2.56 0.40 1.18
H 0.16 -1.10 2.39
H -1.79 -1.58 -1.00
H -0.68 0.37 0.74
H 1.16 -0.51 2.48
H 2.31 0.60 -0.80
H -1.06 0.70 -2.25
H -0.77 -2.13 -0.01
H 1.93 0.93 -0.95
H -0.97 -0.72 -2.01
H -1.15 1.28 -1.84
H 0.75 2.37 0.42
C -0.07 0.10 -0.34
C 0.12 -0.19 0.05
C -0.43 0.22 0.13
O 0.41 0.17 -0.26
C -0.30 -0.15 0.40
N 0.19 -0.19 0.38
H 0.02 0.05 0.10
H 0.08 -0.04 0.23
H -0.06 -0.03 0.03
H -0.02 -0.08 0.20
H -0.01 -0.17 -0.10
H 0.04 -0.12 -0.13
H -0.08 0.04 -0.06
H 0.17 0.01 -0.22
H -0.05 0.16 0.02
H -0.02 0.08 -0.26
H -0.07 0.25 -0.16

In elementary charge units, the Mulliken charges are: -0.695, 0.545, -0.590, -0.303, 0.061, -1.082, 0.123, 0.695, -0.334, -0.329, 0.042, -0.261, -0.274, 1.091, -0.868, -0.734, -0.671, -0.366, -0.459, -0.091, -0.370, 0.279, 0.254, 0.248, 0.206, 0.073, 0.321, 0.521, 0.271, 0.260, 0.155, 0.319, 0.269, 0.252, 0.227, -0.007, 0.237, -1.596, 0.935, -0.843, -0.420, -0.641, -0.651, 0.327, 0.332, 0.348, 0.085, 0.278, 0.493, 0.290, 0.215, 0.259, 0.271, 0.304

=====

Formula: H4NPSi
Source: the OMol25 dataset
Level of theory: ωB97M-V/def2-TZVPD

Calculated values
* HOMO level (alpha / beta): -9.76 / -7.16 eV
* total charge: 0
* gap between HOMO and LUMO (alpha / beta): 9.135 / 6.297 eV

Geometry (Å):
N (-0.6723, -0.0132, 0.2610)
Si (1.0235, -0.4167, 0.2155)
P (-2.1966, -0.2197, 0.4508)
H (1.0319, -1.7542, -0.2089)
H (1.5088, 0.4301, -0.8419)
H (1.7672, 0.0667, 1.5014)
H (-2.4625, 1.9071, -1.3780)

Cartesian forces, eV/Å:
N -1.60 -0.60 0.76
Si -0.52 2.21 1.19
P 1.91 0.87 -0.68
H 0.47 -1.60 -0.08
H 0.60 0.28 -0.57
H -0.71 -0.82 -0.94
H -0.14 -0.34 0.31

In elementary charge units, the Mulliken charges are: 0.027, 0.258, 0.014, -0.086, -0.087, -0.064, -0.062

=====

Formula: CH4Cl2N2OS2
Source: the OMol25 dataset
Level of theory: ωB97M-V/def2-TZVPD

Calculated values
* HOMO level: -9.68 eV
* total charge: 0
* gap between HOMO and LUMO: 9.347 eV

Geometry (Å):
C (2.2456, 2.3464, -0.8204)
N (1.3653, 1.7367, -1.4647)
N (-1.3685, -2.0443, 1.6192)
O (-1.6885, 0.3954, 0.9337)
S (-2.4088, -1.5953, -1.0239)
S (-1.0694, -0.7744, 0.3867)
Cl (-0.5591, -3.5082, 1.1432)
Cl (-0.8269, -1.4786, 3.1654)
H (3.2788, 2.0580, -0.9698)
H (-1.4558, -2.3411, -1.5868)
H (2.0778, 3.1565, -0.1014)
H (0.4095, 2.0487, -1.2812)

Cartesian forces, eV/Å:
C 0.35 0.48 0.51
N -0.71 -0.59 -0.55
N -0.58 -0.23 0.31
O -0.66 0.86 0.41
S -0.18 0.15 0.19
S 1.05 -0.99 -0.66
Cl 0.05 0.38 0.09
Cl 0.18 -0.11 -0.26
H 0.24 -0.04 -0.02
H 0.17 -0.05 -0.10
H -0.14 -0.05 -0.08
H 0.22 0.18 0.17

In elementary charge units, the Mulliken charges are: -0.220, -0.493, -0.093, -0.472, -0.165, 0.563, -0.007, -0.019, 0.247, 0.189, 0.217, 0.253

=====

Formula: C21H31FN4OS
Source: the OMol25 dataset
Level of theory: ωB97M-V/def2-TZVPD

Calculated values
* HOMO level: -7.19 eV
* total charge: 0
* gap between HOMO and LUMO: 7.772 eV

Geometry (Å):
C (-4.1871, -1.9980, 0.6698)
H (-5.0760, -1.5981, 0.4030)
H (-4.1189, -2.5048, 1.4645)
H (-3.9330, -2.6719, -0.2828)
C (-3.1856, -1.0456, 0.5808)
N (-2.9507, -0.3801, -0.5110)
C (-1.9285, -0.8442, -1.1066)
N (-1.0206, -1.6060, -0.8677)
H (-0.2973, -1.8847, -1.4496)
C (-0.9319, -2.1782, 0.6050)
C (-1.9816, -1.0738, 1.4726)
H (-1.5186, -0.2475, 1.6178)
H (-2.1511, -1.9737, 2.2660)
C (-1.3162, -3.5345, 0.6554)
H (-1.3726, -4.0154, 1.5094)
H (-2.3726, -3.8312, 0.2823)
H (-0.5536, -4.3458, 0.1144)
C (0.4241, -2.0460, 1.2284)
H (1.2524, -2.4767, 0.4819)
H (0.7585, -0.9095, 1.2301)
H (0.4670, -2.3434, 2.0854)
S (-1.6103, -0.0753, -2.6592)
C (-3.8620, 0.7423, -1.0756)
H (-4.9266, 0.3061, -0.7517)
C (-3.7218, 2.2266, -0.8394)
C (-2.2359, 2.6390, -0.8586)
C (-1.3751, 2.0805, 0.2917)
O (-1.7646, 2.2246, 1.3931)
N (-0.1308, 2.2384, 0.1761)
C (0.6787, 2.1811, -1.1278)
H (-0.0474, 2.2203, -2.0720)
C (1.5340, 0.9763, -1.3393)
N (2.5423, 1.0885, -0.0897)
C (3.7126, 0.3023, -0.2328)
C (3.8569, -0.8557, -0.8835)
C (5.1425, -1.2345, -0.9568)
C (6.2532, -0.8876, -0.5699)
C (6.1056, 0.3153, 0.5647)
C (4.8741, 0.9910, 0.4026)
H (4.7262, 2.0143, 1.0084)
H (7.0539, 0.6555, 0.9316)
H (7.0375, -1.3249, -0.2346)
H (5.0454, -2.4142, -1.5019)
F (2.7581, -1.5448, -1.4125)
C (2.1663, 2.1382, 0.7996)
H (2.7362, 3.0089, 0.5079)
C (0.8756, 1.9775, 1.2800)
H (0.6586, 0.9963, 1.7674)
H (0.6105, 2.9816, 1.8484)
H (2.7094, 1.9094, 1.8240)
H (2.1255, 1.0154, -2.2160)
H (0.9640, 0.1491, -1.1982)
H (1.4033, 3.2040, -1.4551)
H (-2.2861, 3.6246, -0.7919)
H (-1.8371, 2.1835, -1.6893)
H (-4.4241, 2.7678, -0.8897)
H (-3.9389, 2.0216, 0.4075)
H (-3.7823, 0.6379, -2.1601)
H (-3.6331, 0.0283, 1.3533)

Cartesian forces, eV/Å:
C 0.64 -1.78 -8.46
H -3.14 1.00 -0.26
H -0.16 -4.00 6.08
H -0.85 0.49 1.91
C -1.16 7.12 10.51
N -1.20 3.77 -2.92
C -1.05 7.15 -9.69
N 3.92 -6.88 8.70
H 1.11 0.02 -1.73
C -0.16 4.97 -0.30
C -1.27 -13.06 -1.93
H 2.88 5.29 1.52
H 0.18 3.32 -0.66
C -1.56 -4.74 -5.85
H 0.18 -1.46 5.16
H 1.77 0.85 -0.12
H -1.67 2.41 0.71
C 2.66 6.10 -12.29
H -1.62 0.36 1.91
H -0.72 -2.11 0.09
H 0.57 -3.86 9.68
S 0.36 -0.24 -1.22
C -3.27 -2.87 -2.11
H 2.08 1.30 -0.67
C 10.85 -10.31 8.52
C -2.37 -4.56 0.36
C -3.56 3.98 -2.21
O -3.46 -1.69 5.80
N 9.91 -1.99 -4.86
C -1.75 3.39 -4.26
H 1.37 -0.22 2.31
C 2.29 2.82 4.25
N -1.26 -3.39 -3.93
C -1.10 5.61 2.85
C -2.37 1.36 0.04
C -5.83 -10.58 -6.61
C 1.83 8.99 7.04
C -2.29 -0.81 -5.54
C 1.78 -0.42 2.38
H 0.05 -2.55 -1.64
H -0.09 0.48 0.65
H 5.22 -3.73 0.40
H 0.70 3.05 1.12
F 1.81 0.56 0.55
C 7.48 -2.08 2.34
H -1.26 1.28 -0.01
C -6.76 3.89 1.11
H 0.27 1.17 -0.07
H 0.70 -2.52 0.37
H -0.36 0.29 -1.70
H 0.26 -0.07 -0.99
H -1.42 -2.68 -0.11
H -2.21 -2.58 1.82
H 0.93 4.50 0.14
H 0.77 0.09 -2.47
H -9.60 7.54 -2.35
H 0.89 1.39 -2.13
H -0.18 -0.81 0.25
H 0.25 -2.53 -1.51

In elementary charge units, the Mulliken charges are: -1.833, 0.482, 0.559, 0.374, 0.296, 0.388, 0.359, -0.095, 0.398, 1.426, -1.814, 0.626, 0.397, -1.552, 0.547, 0.223, 0.274, -1.983, 0.152, 0.225, 0.963, -0.508, -1.209, 0.132, -1.375, -1.211, 0.659, -0.613, 0.314, -0.779, 0.393, -0.173, 0.426, 0.600, 0.789, -0.265, -0.901, -0.755, -0.477, 0.190, 0.381, 0.488, 0.042, -0.274, -0.892, 0.439, -0.667, 0.259, 0.252, 0.399, 0.575, -0.292, 0.216, 0.706, 0.356, 1.266, 0.155, 0.600, 0.339

=====

Formula: C7H10
Source: the OMol25 dataset
Level of theory: ωB97M-V/def2-TZVPD

Calculated values
* HOMO level: -9.51 eV
* total charge: 0
* gap between HOMO and LUMO: 10.607 eV
* structure (SMILES): C#CC[C@@H]1C[C@@H]1C

Geometry (Å):
C (-1.5266, 1.0423, 0.3967)
C (-1.4221, -0.4278, 0.0671)
C (-1.0093, -0.9064, -1.2918)
C (0.0172, -0.8513, -0.2130)
C (1.1968, 0.0836, -0.4111)
C (2.0570, 0.3634, 0.7504)
C (2.8463, 0.4984, 1.6537)
H (-1.9432, 1.6797, -0.3898)
H (-2.0782, 1.2100, 1.3249)
H (-0.4966, 1.3718, 0.5643)
H (-2.0134, -1.1252, 0.6646)
H (-1.3335, -1.8850, -1.6214)
H (-0.9433, -0.1682, -2.0886)
H (0.3693, -1.7634, 0.2584)
H (1.0477, 0.9756, -1.0380)
H (1.6608, -0.6718, -1.0652)
H (3.5710, 0.5743, 2.4387)

Cartesian forces, eV/Å:
C 0.11 0.29 0.05
C 0.69 -0.01 0.40
C -0.07 -0.15 -0.34
C -0.85 0.00 0.83
C 0.30 -0.81 -0.61
C 0.34 -0.21 0.22
C -0.41 -0.11 -0.44
H -0.15 -0.21 0.07
H -0.01 -0.01 -0.17
H -0.37 0.46 0.16
H 0.17 0.26 -0.19
H -0.15 0.07 -0.01
H 0.04 -0.08 0.11
H -0.26 -0.17 -0.24
H -0.31 -0.28 0.39
H 1.19 0.87 -0.04
H -0.28 0.08 -0.19

In elementary charge units, the Mulliken charges are: -1.198, 0.147, -0.861, -0.033, -1.009, -0.427, 0.041, 0.282, 0.320, 0.253, 0.375, 0.299, 0.242, 0.400, 0.422, 0.325, 0.422

=====

Formula: ClH3SSi
Source: the OMol25 dataset
Level of theory: ωB97M-V/def2-TZVPD

Calculated values
* HOMO level (alpha / beta): -9.30 / -9.30 eV
* total charge: 0
* gap between HOMO and LUMO (alpha / beta): 8.410 / 8.410 eV

Geometry (Å):
Si (-0.2130, -0.3073, 0.3332)
S (0.2939, 1.7224, -0.0045)
Cl (-2.1694, -0.7390, -0.0881)
H (0.6948, -1.2152, -1.6613)
H (-0.2200, -0.7778, 1.6983)
H (1.6136, 1.3169, -0.2777)

Cartesian forces, eV/Å:
Si 0.19 -0.81 -3.29
S 1.33 -0.50 -0.04
Cl -0.18 0.25 -0.12
H -0.81 0.86 2.78
H 0.81 -0.31 0.45
H -1.34 0.50 0.24

In elementary charge units, the Mulliken charges are: 0.378, -0.250, -0.203, -0.049, -0.063, 0.186

=====

Question: The lowest total charge belongs to which entry?
Answer: C13H27F4NO7PS